DFT (the ωB97M-V functional and the def2-TZVPD basis) results for a molecular structure, C22H27ClN4O7Ti at a distorted geometry.

For the frontier orbital gap (alpha / beta), the calculation gives 5.90 / 5.64 eV. Its net charge is +1. Its multiplicity is 2.

Last column: Mulliken spin population.
Element x y z (Å)
Ti (-2.1728, 0.2339, -1.5754)  0.89
N (2.6645, -0.5838, 4.0271)  0.00
C (3.6442, -1.6610, 3.6949)  0.00
C (4.8546, -0.9921, 3.0501)  0.00
C (4.4323, -0.2728, 1.8005)  0.00
N (3.8110, 0.9897, 2.0631)  0.00
C (3.5890, -1.2055, 0.9136)  0.00
C (2.4329, -2.0642, 1.6055)  0.00
N (1.2561, -1.1890, 2.0130)  0.00
C (2.9700, -2.8002, 2.8564)  0.00
H (2.3829, -0.4989, 5.0080)  0.00
H (1.5526, -0.8380, 3.0374)  0.00
H (0.3608, -1.6980, 2.0787)  0.00
H (3.9726, -2.0846, 4.6252)  0.00
H (5.5316, -1.8669, 2.8612)  0.00
H (5.2839, -0.3234, 3.8189)  0.00
H (5.3801, -0.0859, 1.2259)  0.00
H (3.1180, 1.2649, 1.3237)  0.00
H (4.5054, 1.7192, 2.2156)  0.00
H (4.3112, -1.9491, 0.5103)  0.00
H (3.1658, -0.6240, 0.0998)  0.00
H (2.0647, -2.8071, 0.8740)  0.00
H (1.2838, -0.3801, 1.3156)  0.00
H (3.0232, 0.2965, 3.6743)  0.00
H (3.7611, -3.4602, 2.5425)  0.00
H (2.2329, -3.3744, 3.3483)  0.00
O (-0.1851, 5.9522, 1.1087)  0.00
C (-1.1670, 5.5505, 0.4805)  0.00
O (-2.4355, 5.6638, 0.5106)  0.00
C (-0.9631, 4.3435, -0.3963)  0.00
C (-1.9303, 4.2437, -1.3986)  0.01
C (-2.0096, 3.0710, -2.0926)  0.00
N (-1.2828, 1.9957, -1.6987)  0.03
C (-0.1715, 2.1267, -0.9508)  0.01
C (0.0018, 3.3497, -0.2108)  0.00
C (0.4132, 0.7665, -0.6068)  0.00
O (1.4883, 0.7288, 0.0576)  0.00
O (-0.3899, -0.2225, -0.8338)  0.01
H (-2.5931, 5.0973, -1.5847)  0.00
H (-2.7277, 2.9297, -2.9412)  -0.01
H (0.7594, 3.3615, 0.5384)  0.00
C (-1.9328, -3.2425, -2.1897)  0.00
C (-2.4464, -1.9804, -2.8118)  0.00
C (-1.6811, -1.3321, -3.7706)  -0.01
C (-2.0509, -0.0772, -4.3182)  0.01
Cl (-0.9918, 0.7146, -5.4673)  0.00
C (-3.3387, 0.4237, -4.1017)  0.01
C (-4.1334, -0.2761, -3.2261)  -0.03
C (-3.7098, -1.4244, -2.5012)  0.03
O (-4.5433, -1.9210, -1.5389)  0.00
C (-4.9573, -1.0173, -0.4459)  0.00
C (-3.8651, -0.0248, -0.2477)  0.03
O (-3.8565, 1.2171, -0.5656)  0.01
O (-2.7307, -0.5726, 0.0420)  -0.02
H (-1.0617, -2.9960, -1.5207)  0.00
H (-1.5491, -4.0290, -2.8796)  0.00
H (-2.6735, -3.6502, -1.4792)  0.00
H (-0.8178, -1.7431, -4.2224)  0.00
H (-3.7566, 1.1889, -4.7440)  0.00
H (-5.1081, 0.1810, -2.8442)  0.00
H (-5.1014, -1.6120, 0.4804)  0.00
H (-5.9135, -0.5298, -0.6378)  0.00

Atomic forces in eV per Å
1.135 0.410 -1.270
-0.639 -0.345 0.897
-0.863 -0.121 1.292
-0.199 -1.669 0.875
1.798 -0.515 -1.623
-1.498 1.263 -0.386
-0.324 -0.974 0.474
0.394 -0.438 -0.353
0.352 0.107 -0.430
1.376 2.797 -1.208
0.463 -0.259 -0.443
0.255 0.111 -0.512
0.594 0.407 -0.522
0.239 -0.377 0.506
-0.044 1.138 -0.168
0.091 -0.260 -0.549
-0.686 -0.279 0.129
1.256 -0.156 0.937
-0.414 -0.112 -0.208
-0.621 0.335 0.088
0.108 -0.247 -0.147
0.153 0.522 0.134
-0.748 -0.838 0.648
-0.076 0.402 0.076
0.255 -0.428 -0.175
-0.896 -0.390 0.809
-0.669 0.648 -0.208
-0.817 -1.168 1.175
1.317 1.330 0.856
0.648 -0.035 -0.682
0.160 -0.209 -1.149
-0.853 0.185 -0.372
0.756 0.448 -1.755
-1.201 1.374 1.716
-0.553 -2.221 -1.575
1.375 1.360 2.065
-2.270 -0.276 -1.657
1.015 0.037 -0.548
0.387 -0.560 0.090
0.603 -0.027 1.050
0.470 0.518 0.291
0.764 -0.477 1.558
-0.386 -1.007 0.184
-0.601 2.122 -0.630
0.230 -0.607 -0.687
-0.546 -0.433 0.704
0.446 -0.366 -0.508
-1.875 0.389 2.231
-0.397 1.144 -0.366
0.102 -0.098 0.691
-1.000 -0.399 0.006
0.119 1.408 0.769
-0.051 -2.493 -0.238
-0.534 -0.413 0.819
-0.620 -0.041 -0.695
-0.620 0.745 0.210
0.199 -0.031 -0.652
1.059 -0.583 0.289
0.226 0.418 0.433
1.236 -0.755 -1.082
0.356 0.076 -0.760
0.066 -0.087 -0.443

DFT (the ωB97M-V functional and the def2-TZVPD basis) results for a gas-phase ion, C8H12N3S (charge +1) at a distorted geometry.

For the frontier orbital gap, the calculation gives 7.86 eV. Its net charge is +1.

Last column: natural (NBO) charge in e.
Element x y z (Å)
N (1.9850, -0.1764, 0.4599)  -0.69
C (1.0623, 0.1111, -0.3722)  0.57
N (1.2322, 0.0877, -1.7535)  -0.54
C (0.2065, 0.5883, -2.6273)  -0.25
C (-0.6144, 1.6808, -2.0275)  -0.57
S (-1.4988, 1.2290, -0.5805)  0.30
C (-0.3155, 0.1689, 0.2857)  -0.11
C (-0.2521, 0.6179, 1.6613)  -0.32
C (-0.6074, -0.1388, 2.6727)  -0.14
C (-0.8837, -1.5305, 2.5579)  -0.36
C (-1.0587, -2.0384, 1.2883)  0.07
N (-0.7835, -1.2035, 0.2584)  -0.59
H (2.9548, -0.2380, 0.1237)  0.42
H (1.8240, -0.1559, 1.4541)  0.46
H (2.1905, -0.0191, -2.1240)  0.43
H (-0.4234, -0.1360, -3.0678)  0.22
H (0.6845, 1.0755, -3.4574)  0.24
H (0.1368, 2.4768, -1.5483)  0.23
H (-1.4604, 2.0053, -2.6160)  0.28
H (0.0011, 1.6987, 1.8196)  0.24
H (-0.7466, 0.2723, 3.6287)  0.23
H (-1.0605, -2.0084, 3.4472)  0.23
H (-1.4588, -3.0721, 1.2257)  0.25
H (-1.1138, -1.2950, -0.7086)  0.41

Atomic forces in eV per Å
3.160 0.060 -0.407
-1.100 -0.422 -3.358
0.648 0.085 3.379
-0.003 1.397 -0.997
2.051 1.723 2.372
-1.232 -0.766 0.922
-0.327 -0.479 -0.064
0.921 3.203 0.608
-0.002 -1.183 0.319
-0.244 0.486 -2.935
-0.040 0.090 3.110
-0.319 0.005 -3.017
-0.581 -0.190 0.504
-0.320 0.027 0.311
-0.954 -0.003 0.331
-0.605 -1.374 -0.139
0.587 -0.040 -0.530
-1.629 -0.934 -2.119
0.569 0.704 -0.824
-0.473 -1.055 -0.185
0.226 0.684 1.164
-0.524 -1.675 1.554
0.489 0.950 -0.935
-0.300 -1.291 0.934

DFT (the ωB97M-V functional and the def2-TZVPD basis) results for 5 unconnected molecules or ions with the total composition C36H78N4O5 at a distorted geometry.

For the frontier orbital gap, the calculation gives 8.18 eV. Its net charge is 0.

Last column: Mulliken charge in e.
Element x y z (Å)
C (2.5084, -0.2449, 3.6958)  -2.49
C (2.4828, 0.1967, 5.1705)  1.91
C (2.4855, 1.7197, 5.2083)  -1.76
C (1.2070, -0.3934, 5.7230)  -1.22
C (1.1361, -0.4656, 7.2824)  -0.83
C (2.3519, -1.3156, 7.6900)  -1.36
C (3.7301, -0.7895, 7.2676)  1.67
C (3.9024, 0.5322, 8.0790)  -1.61
C (4.8633, -1.7656, 7.5955)  -1.91
N (3.7357, -0.4080, 5.7541)  0.20
O (4.8768, 0.2177, 5.4233)  -0.48
H (3.4365, 0.0715, 3.2199)  0.48
H (2.5497, -1.3341, 3.6982)  0.53
H (1.6254, -0.0285, 3.0944)  0.45
H (3.3914, 2.0779, 4.7193)  0.39
H (1.6376, 2.1237, 4.6551)  0.43
H (2.4747, 2.1496, 6.2099)  0.34
H (0.4047, 0.2025, 5.2880)  0.56
H (1.0512, -1.4469, 5.4909)  0.39
H (1.1448, 0.5849, 7.5734)  0.34
H (0.2048, -0.8447, 7.7031)  0.43
H (2.3649, -2.3993, 7.5736)  0.35
H (2.3702, -1.3366, 8.7796)  0.51
H (2.9715, 1.0882, 7.9677)  0.34
H (4.7449, 1.1211, 7.7165)  0.33
H (4.0472, 0.3977, 9.1509)  0.41
H (5.0633, -2.0065, 8.6396)  0.34
H (5.8164, -1.5918, 7.0960)  0.36
H (4.6785, -2.7421, 7.1478)  0.47
H (5.2796, -0.5521, 5.0150)  0.41
C (0.5179, 1.7848, -4.5012)  -2.19
C (-0.0126, 3.1113, -3.8750)  1.47
C (1.1075, 4.2064, -3.6284)  -1.65
C (-1.0302, 3.5814, -4.8897)  -1.33
C (-2.1212, 4.5113, -4.3567)  -1.03
C (-2.6423, 3.9557, -3.0132)  -1.05
C (-1.5309, 3.6405, -1.9752)  1.95
C (-0.8185, 4.7583, -1.2866)  -1.87
C (-2.2894, 2.7684, -0.8870)  -2.36
N (-0.6509, 2.6982, -2.6560)  1.14
O (0.3368, 2.2013, -1.7431)  -0.58
H (-0.2728, 1.0952, -4.7969)  0.39
H (0.8145, 2.0507, -5.5158)  0.64
H (1.3958, 1.2411, -4.1522)  0.29
H (0.6931, 5.1819, -3.8827)  0.34
H (1.5557, 4.2080, -2.6348)  0.27
H (1.9518, 3.8604, -4.2247)  0.48
H (-0.5375, 4.1597, -5.6713)  0.48
H (-1.7621, 2.8461, -5.2238)  0.34
H (-1.6289, 5.4834, -4.3311)  0.41
H (-2.9769, 4.6049, -5.0254)  0.47
H (-3.2236, 3.0879, -3.3250)  0.03
H (-3.3454, 4.6069, -2.4938)  0.56
H (-0.5315, 5.4890, -2.0427)  0.39
H (-0.0232, 4.4255, -0.6195)  0.24
H (-1.4928, 5.2723, -0.6016)  0.46
H (-2.7545, 1.8443, -1.2305)  0.30
H (-3.1341, 3.2929, -0.4403)  0.67
H (-1.6176, 2.2897, -0.1745)  0.37
H (-0.1236, 1.4330, -1.3975)  0.16
C (-6.7500, -0.8055, 0.3488)  -2.08
C (-5.6196, 0.0780, -0.0430)  1.64
C (-5.7193, 1.5186, 0.5776)  -1.61
C (-4.2950, -0.5033, 0.5121)  -0.86
C (-3.9879, -1.9055, -0.0928)  -0.90
C (-3.8284, -1.6707, -1.6356)  -1.08
C (-4.8404, -0.8282, -2.3723)  1.88
C (-4.1321, -0.1677, -3.5664)  -2.30
C (-5.8147, -1.8087, -2.9775)  -2.03
N (-5.4881, 0.1964, -1.5643)  0.82
O (-6.6371, 0.7421, -2.1529)  -0.56
H (-6.9419, -0.8301, 1.4215)  0.39
H (-7.7008, -0.4203, -0.0194)  0.40
H (-6.7728, -1.8177, -0.0549)  0.29
H (-5.4789, 1.4370, 1.6376)  0.46
H (-4.9785, 2.2571, 0.2710)  0.08
H (-6.7281, 1.8628, 0.3497)  0.59
H (-3.4932, 0.1953, 0.2730)  -0.11
H (-4.3619, -0.4164, 1.5965)  0.64
H (-3.0428, -2.2107, 0.3564)  0.48
H (-4.6333, -2.6867, 0.3086)  0.50
H (-3.9546, -2.7218, -1.8950)  0.28
H (-2.7992, -1.4580, -1.9245)  0.15
H (-3.5487, -0.8760, -4.1548)  0.52
H (-3.4321, 0.6458, -3.3758)  0.34
H (-4.7035, 0.1070, -4.4530)  0.45
H (-6.3118, -2.3636, -2.1819)  0.37
H (-5.4816, -2.4497, -3.7938)  0.43
H (-6.5531, -1.1736, -3.4668)  0.51
H (-6.6248, 1.6280, -1.7832)  0.38
C (5.2790, -2.5774, -2.1053)  -1.76
C (4.0514, -3.2669, -1.4794)  2.24
C (4.3554, -4.6903, -0.8902)  -2.06
C (3.4492, -2.4002, -0.3455)  -1.91
C (2.7909, -1.0960, -0.7748)  -0.78
C (1.7769, -1.3766, -1.8265)  -0.44
C (2.2274, -2.3619, -3.0673)  1.86
C (0.9400, -2.8913, -3.7889)  -1.51
C (2.9803, -1.4800, -3.9667)  -1.94
N (3.0179, -3.4263, -2.5357)  0.16
O (3.6001, -4.2549, -3.5130)  -0.49
H (6.2293, -3.0358, -1.8317)  0.45
H (5.3408, -2.5174, -3.1919)  0.34
H (5.4853, -1.5942, -1.6822)  0.35
H (4.8564, -4.7524, 0.0759)  0.42
H (3.4482, -5.2113, -0.5841)  0.47
H (4.8956, -5.3551, -1.5643)  0.42
H (2.8686, -3.0588, 0.3005)  0.41
H (4.1576, -2.0738, 0.4159)  0.47
H (2.3021, -0.4898, -0.0121)  0.56
H (3.5655, -0.4538, -1.1941)  0.20
H (1.4787, -0.4219, -2.2599)  -0.12
H (0.8392, -1.7086, -1.3808)  0.16
H (-0.0282, -2.6286, -3.3628)  0.15
H (0.8474, -3.9333, -4.0952)  0.37
H (0.8836, -2.5395, -4.8190)  0.40
H (2.3133, -0.6675, -4.2549)  0.47
H (3.2915, -1.9947, -4.8758)  0.37
H (3.7219, -0.9298, -3.3875)  0.45
H (2.9902, -4.9960, -3.5320)  0.37
O (-0.7050, -0.2831, -0.0046)  -0.32
H (-0.0350, -0.4371, 0.6614)  0.17
H (-0.9507, -1.1583, -0.3046)  0.19

Atomic forces in eV per Å
0.532 -0.892 -0.040
1.006 -0.173 -0.767
0.224 0.328 0.106
-0.924 -0.826 1.812
0.687 0.329 -1.685
0.492 -0.042 1.486
-0.029 2.433 -0.184
0.110 -0.050 -0.340
0.077 -1.218 -1.168
-4.075 -2.795 2.986
1.799 0.669 -0.892
-0.196 0.349 -0.230
0.083 -0.159 0.072
0.013 0.671 0.139
0.012 0.044 0.022
-0.081 -0.069 -0.021
-0.080 -0.116 0.039
-0.212 -0.142 0.066
0.249 0.020 -0.941
0.514 -0.130 0.773
-0.008 -0.343 -0.410
-0.915 -0.114 -1.180
0.225 0.418 0.393
0.360 0.268 0.052
-0.081 0.034 -0.119
0.044 -0.406 0.019
-0.273 0.642 0.148
0.091 0.976 0.289
-0.697 -0.292 -0.049
1.043 0.578 -0.419
0.601 0.611 -1.826
1.280 -1.174 0.495
-0.144 -1.467 -0.577
-2.117 0.950 0.082
0.726 1.098 1.384
0.655 1.299 -0.220
-1.796 -3.007 0.522
-0.693 1.253 0.130
0.266 -0.431 -0.300
-0.833 -0.466 0.458
-0.073 0.405 -0.406
-0.340 -0.122 0.963
0.457 0.376 -0.300
-0.256 0.334 0.852
0.534 0.060 -0.114
-0.667 -0.055 0.215
0.012 0.753 -0.615
0.107 -0.714 -0.414
1.296 -1.196 -0.680
-0.516 0.543 0.671
0.220 -0.081 -0.294
0.259 -0.498 0.608
-0.128 0.340 -0.268
0.525 0.126 0.352
0.288 -0.158 -0.602
-0.337 0.119 -0.105
-0.136 0.123 -1.140
0.422 0.400 0.378
0.165 0.914 0.617
0.146 -0.469 0.227
-2.186 0.014 0.293
2.012 0.421 -1.152
-0.304 -1.047 -0.444
-0.462 -0.201 -0.568
0.921 2.615 0.941
0.467 -2.260 2.041
0.086 0.027 -1.514
0.852 -0.038 -1.416
-1.925 0.654 -0.402
1.669 0.292 2.426
-0.452 -0.335 -0.044
0.470 -0.190 0.220
-0.060 0.395 -0.297
0.683 -0.019 0.144
-0.826 -0.076 0.232
0.015 -0.349 -0.808
-0.029 0.467 0.602
0.202 -0.103 -0.362
-0.118 -0.627 0.171
0.435 -0.025 -0.349
-0.663 0.145 -0.804
0.018 0.068 -1.180
0.025 0.504 0.407
0.575 -0.778 0.691
-0.176 0.096 0.568
-1.163 0.673 0.636
-0.045 -0.300 -0.195
0.644 -0.131 0.441
-0.518 -0.209 0.079
-0.060 0.332 -0.344
1.647 0.057 0.612
-0.212 0.446 -0.029
-0.323 -0.090 0.079
0.323 0.163 1.333
0.301 -0.721 -0.782
-0.990 -0.733 -1.809
-1.749 0.930 1.869
-0.106 -0.058 -1.042
-0.033 1.712 -0.993
-0.207 -1.659 2.287
-0.239 0.212 -0.807
-0.049 -0.712 0.143
-0.526 -0.098 0.143
-0.618 0.396 -0.197
0.682 0.918 -0.083
-0.563 0.167 -0.631
-0.013 0.283 -0.163
-0.954 0.035 -0.410
1.032 -0.336 -0.351
0.235 -0.305 0.475
0.161 0.101 0.018
-0.017 0.009 -0.430
0.180 -0.642 0.041
0.230 0.151 0.465
0.592 -0.596 1.057
0.191 0.936 -0.020
-0.179 -0.112 -0.442
0.590 0.161 0.176
0.642 -0.423 -0.474
0.068 -0.244 -0.127
-0.163 0.413 -0.051
0.232 0.002 0.230
-0.165 -0.234 -0.150

DFT (the ωB97M-V functional and the def2-TZVPD basis) results for 2 unconnected molecules or ions with the total composition NO4S2 at a distorted geometry.

For the frontier orbital gap, the calculation gives 5.01 eV. Its net charge is -1.

Last column: natural (NBO) charge in e.
Element x y z (Å)
N (-1.6981, 0.3906, 0.0206)  0.71
O (-2.5335, -0.5438, 0.0296)  -0.57
O (3.6530, -1.7051, -0.0999)  -0.84
O (-2.1208, 1.5352, -0.0335)  -0.54
O (-0.4657, 0.1511, 0.0388)  -0.60
S (4.2745, 0.9617, 0.0212)  -0.31
S (2.9899, -0.4174, 0.0543)  1.14

Atomic forces in eV per Å
-0.371 -1.188 -0.240
0.432 -0.444 0.117
-0.644 -0.380 0.035
0.019 1.661 0.031
0.083 -0.054 0.092
-0.416 0.406 0.067
0.896 -0.001 -0.101

Number 1: E -2909.6995 a.u.. Number 2: E -874.2008 a.u.. Number 3: E -2013.3432 a.u.. Number 4: E -1152.0177 a.u..